[1]
Density functional theory data (ωB97M-V/def2-TZVPD) for an isolated molecule of C10H10N2OS.

* M: 206.27 g/mol
* E_HOMO (alpha / beta): -0.246 / -0.246 Ha
* ΔE to the lowest compared entry with this formula, charge and spin: 5.863 eV

Each line ends with the Löwdin charge.
Positions of all 24 atoms, in Å:
C -3.199 0.579 -0.890  -0.1163
C -3.570 -0.676 -0.437  -0.0838
C -1.941 1.161 -0.692  -0.0217
C -2.525 -1.478 0.058  -0.0052
C -0.981 0.381 -0.085  -0.1360
C -1.253 -0.928 0.312  -0.1951
C 0.259 0.700 0.544  -0.2519
C 1.283 2.951 0.555  0.1058
C 0.845 -0.552 0.931  -0.2447
C 3.832 -0.656 0.057  -0.2161
N 0.906 1.824 0.407  0.0519
N -0.153 -1.487 0.889  0.0771
O 1.986 0.243 -1.649  -0.5825
S 2.145 -0.935 -0.785  0.8913
H -3.837 1.245 -1.529  0.1104
H -4.494 -1.180 -0.570  0.0906
H -1.731 2.198 -1.155  0.1433
H -2.935 -2.359 0.466  0.0879
H 1.768 3.645 -0.152  0.0645
H 1.552 -0.557 1.635  0.0738
H 3.562 -0.235 0.997  0.0101
H 4.312 0.018 -0.533  0.0026
H 4.315 -1.555 0.348  0.0281
H -0.146 -2.347 1.277  0.1156

Force components x, y, z for each atom (eV/Å):
C -0.963 2.236 -1.546
C 2.748 0.032 -0.435
C -0.318 0.718 -1.187
C -0.428 1.353 0.858
C -0.782 0.622 0.990
C -2.482 -0.659 -1.441
C 1.172 0.921 -0.940
C -0.214 0.807 -0.224
C 0.236 0.248 -3.072
C -3.465 -1.546 1.328
N -0.278 -0.337 0.291
N -0.573 2.197 -0.587
O -0.194 1.106 -0.642
S 1.014 -1.056 1.189
H 0.000 -1.004 0.943
H -0.884 0.234 -0.209
H -0.249 -1.843 1.110
H 0.603 -1.488 0.399
H 0.089 -0.813 0.253
H 2.458 -0.325 2.951
H -0.030 0.934 0.795
H 1.638 1.622 -1.725
H 0.673 -0.960 -0.516
H 0.227 -2.996 1.417



[2]
Density functional theory data (ωB97M-V/def2-TZVPD) for a structure of composition C10H10N2PdS7.

* M: 489.09 g/mol
* charge: -2
* E_HOMO (alpha / beta): -0.051 / -0.052 Ha
* ΔE to the lowest compared entry with this formula, charge and spin: 0.000 eV
* 2S+1: 3

Each line ends with the Löwdin charge.
Positions of all 30 atoms, in Å:
Pd 0.250 -2.314 1.177  -0.0937
S -0.026 -1.783 3.424  -0.2091
S 0.373 -3.286 4.642  -0.2177
S -3.098 -3.417 1.202  -0.2013
S -1.244 -4.085 1.372  -0.1941
S 0.491 -2.667 -1.103  0.4702
C 1.381 -1.254 -1.640  -0.7460
C 1.568 -1.033 -3.009  -0.1663
C 2.217 0.096 -3.485  -0.1497
C 2.701 1.038 -2.582  -0.1500
C 2.531 0.830 -1.221  -0.1674
C 1.879 -0.306 -0.726  -0.7337
S 1.683 -0.506 1.002  0.4884
H 1.176 -1.770 -3.703  0.0824
H 2.338 0.243 -4.553  0.0768
H 3.204 1.932 -2.934  0.0787
H 2.895 1.561 -0.506  0.0897
C -2.203 1.409 2.703  -0.0558
N -1.754 1.302 1.334  -0.1221
C -1.906 0.178 0.532  -0.0868
C -1.298 0.446 -0.636  -0.1076
N -0.807 1.736 -0.541  0.0686
C -1.079 2.269 0.672  -0.8641
S -0.712 3.833 1.208  0.4099
H -2.346 0.404 3.095  0.0707
H -3.133 1.978 2.764  0.0827
H -1.439 1.922 3.283  0.0696
H -2.365 -0.732 0.887  0.0448
H -1.113 -0.193 -1.480  0.0983
H -0.162 2.171 -1.178  0.1347

Force components x, y, z for each atom (eV/Å):
Pd 0.038 0.046 0.022
S 0.009 0.014 0.074
S -0.003 0.007 -0.019
S 0.012 0.016 -0.006
S -0.036 -0.048 -0.037
S -0.043 -0.036 -0.002
C -0.011 0.021 -0.022
C 0.012 0.018 0.005
C -0.012 -0.041 -0.026
C 0.007 0.036 0.033
C 0.001 -0.002 -0.008
C 0.019 -0.006 -0.015
S 0.007 0.003 0.028
H -0.001 0.000 -0.002
H -0.002 0.000 0.001
H 0.000 0.000 0.004
H 0.000 0.000 -0.003
C 0.012 -0.006 -0.003
N -0.047 0.001 -0.013
C 0.071 -0.011 -0.008
C -0.064 -0.004 -0.018
N 0.026 -0.030 0.036
C 0.002 0.013 -0.006
S 0.002 0.005 0.002
H 0.005 0.002 0.002
H 0.003 0.004 0.003
H -0.002 -0.004 0.009
H -0.007 0.004 -0.014
H 0.021 -0.001 0.000
H -0.019 0.000 -0.016



[3]
Density functional theory data (ωB97M-V/def2-TZVPD) for an isolated molecule of C10H10N2S.

* M: 190.27 g/mol
* E_HOMO: -0.290 Ha
* ΔE to the lowest compared entry with this formula, charge and spin: 2.251 eV
* SMILES: CCN1c2ccccc2S[C@@H]1C#N

Each line ends with the Löwdin charge.
Positions of all 23 atoms, in Å:
C 0.992 0.702 2.861  -0.0819
C -0.116 0.042 1.985  -0.1989
N 0.398 -0.158 0.635  -0.1320
C -0.271 0.158 -0.503  -0.2763
C -1.356 1.069 -0.651  -0.0061
C -1.800 1.319 -1.929  -0.1109
C -1.205 0.791 -3.063  -0.0957
C -0.036 0.048 -2.952  -0.0856
C 0.364 -0.224 -1.671  -0.4310
S 1.870 -1.131 -1.270  1.0173
C 1.366 -1.266 0.459  -0.5361
C 0.821 -2.588 0.561  -0.2683
N 0.348 -3.643 0.553  0.1733
H 1.492 1.515 2.192  0.1132
H 0.536 1.270 3.656  0.0471
H 1.716 0.044 3.421  0.0848
H -0.423 -0.966 2.394  0.1245
H -1.159 0.571 1.820  0.1313
H -1.890 1.321 0.350  0.1230
H -2.713 1.832 -2.150  0.0972
H -1.663 0.974 -4.043  0.1094
H 0.428 -0.530 -3.669  0.0847
H 2.303 -1.149 1.017  0.1173

Force components x, y, z for each atom (eV/Å):
C -0.009 1.467 -0.792
C -1.357 -0.763 -0.215
N 1.064 -1.374 1.581
C -0.889 2.257 -1.319
C -0.029 -1.473 2.730
C -0.604 -0.071 -0.628
C 0.370 0.171 -0.947
C -1.581 0.289 1.969
C 1.427 -1.104 0.521
S -0.043 0.629 -0.992
C 0.323 1.666 -0.828
C -1.293 -1.995 0.675
N 0.430 0.865 0.147
H -0.425 -1.659 1.245
H -0.357 0.221 0.349
H -0.645 0.321 -1.251
H 0.325 0.876 -0.168
H 2.488 -0.490 1.012
H 0.656 0.143 -2.384
H -0.375 0.527 0.490
H 0.242 -0.069 0.477
H 0.841 -0.484 -2.050
H -0.562 0.050 0.379



[4]
Density functional theory data (ωB97M-V/def2-TZVPD) for a structure of composition C10H10N4O3Pt.

* M: 429.29 g/mol
* E_HOMO (alpha / beta): -0.290 / -0.290 Ha
* ΔE to the lowest compared entry with this formula, charge and spin: 0.038 eV
* 2S+1: 3

Each line ends with the Löwdin charge.
Positions of all 28 atoms, in Å:
Pt -1.940 0.374 0.238  1.2678
N -1.474 2.528 0.642  -0.0693
N -2.653 3.103 1.153  -0.0084
C -3.555 2.220 1.790  -0.7235
O -4.414 2.689 2.503  0.0598
O -3.390 0.957 1.524  -0.2376
H -0.712 2.471 1.317  0.1004
H -1.167 3.017 -0.190  0.1066
H -2.541 3.965 1.667  0.1363
O -0.035 0.267 1.302  -0.2215
C 0.969 -0.512 1.035  -0.3657
C 1.925 -0.737 2.056  -0.0142
C 3.012 -1.550 1.862  -0.0851
C 3.218 -2.195 0.638  -0.1037
C 2.314 -1.982 -0.374  -0.0565
C 1.201 -1.141 -0.213  -0.0977
C 0.330 -0.899 -1.352  -0.2542
N -0.874 -0.331 -1.357  -0.1256
C -1.326 -0.303 -2.663  -0.1305
C -0.390 -0.862 -3.461  -0.0727
N 0.645 -1.223 -2.627  0.1138
H 1.750 -0.248 3.005  0.1145
H 3.713 -1.703 2.673  0.1045
H 4.062 -2.854 0.494  0.0974
H 2.464 -2.501 -1.314  0.1003
H -2.287 0.106 -2.914  0.1023
H -0.362 -1.029 -4.522  0.1141
H 1.518 -1.628 -2.913  0.1484

Force components x, y, z for each atom (eV/Å):
Pt 0.118 0.267 0.040
N 0.046 0.121 -0.054
N 0.063 0.107 -0.065
C -0.232 -0.245 0.180
O 0.129 0.031 -0.087
O -0.053 -0.090 0.062
H -0.008 -0.092 -0.019
H -0.065 0.037 0.006
H 0.063 -0.008 -0.030
O -0.194 0.150 0.072
C 0.092 -0.145 -0.067
C 0.008 -0.025 -0.011
C 0.012 0.015 0.044
C -0.020 -0.005 -0.051
C 0.034 -0.020 0.020
C -0.029 0.020 -0.052
C -0.029 0.040 0.142
N 0.053 -0.124 -0.099
C 0.011 -0.049 -0.001
C 0.027 0.032 -0.010
N -0.038 -0.011 -0.019
H -0.002 0.000 0.005
H -0.004 0.004 0.003
H -0.002 -0.003 -0.006
H 0.004 -0.009 0.003
H -0.001 -0.001 -0.002
H 0.008 0.001 -0.003
H 0.010 0.003 0.000



[5]
Density functional theory data (ωB97M-V/def2-TZVPD) for the ion C10H10NO2S with charge +1.

* M: 208.26 g/mol
* charge: +1
* E_HOMO (alpha / beta): -0.486 / -0.512 Ha
* ΔE to the lowest compared entry with this formula, charge and spin: 4.758 eV

Each line ends with the Löwdin charge.
Positions of all 24 atoms, in Å:
C 3.808 1.542 -0.217  -0.0089
C 4.892 0.686 0.144  -0.2388
C 2.631 0.836 -0.301  -0.1538
C 2.755 -0.541 -0.160  -0.4175
C 1.287 1.362 -0.430  -0.4479
C 1.943 -1.579 -0.310  -0.0233
C -0.409 -1.793 -0.539  0.0178
C -0.621 -0.248 -0.161  -0.5297
C -2.070 0.103 -0.560  -0.0019
C -0.527 -0.124 1.364  0.0062
N 0.398 0.450 -0.782  0.2584
O 1.135 2.577 -0.243  0.1386
O 0.953 -2.246 -0.310  0.1292
S 4.420 -0.971 0.326  1.1582
H 3.854 2.550 -0.398  0.1126
H 5.810 1.083 0.463  0.0769
H -0.971 -2.294 0.281  0.1652
H -0.604 -1.925 -1.580  0.1422
H -2.309 -0.015 -1.691  0.1284
H -2.209 1.222 -0.300  0.1425
H -2.789 -0.521 -0.159  0.0572
H -1.540 -0.219 1.752  0.1007
H 0.030 0.733 1.663  0.0846
H 0.102 -0.922 1.810  0.1031

Force components x, y, z for each atom (eV/Å):
C 0.740 -3.278 0.651
C -2.871 -0.399 -0.061
C 0.822 -0.457 -0.375
C 2.262 -0.483 0.677
C 0.204 3.552 0.637
C 1.256 0.953 0.565
C -1.548 1.912 1.890
C 0.120 -1.659 1.426
C 0.969 3.093 -3.602
C 0.322 -1.535 0.318
N -0.728 -0.470 -2.206
O -0.612 -1.666 -0.338
O -1.603 -1.641 -0.433
S 0.360 1.979 -0.708
H 0.326 2.276 -0.117
H 1.333 0.002 0.125
H 0.004 -0.300 -1.454
H -0.435 -0.705 -0.490
H 0.931 0.459 1.629
H -0.084 -1.985 -0.302
H -1.213 -1.177 1.647
H 0.309 0.348 0.552
H -0.373 1.192 0.250
H -0.494 -0.011 -0.281



[6]
Density functional theory data (ωB97M-V/def2-TZVPD) for an isolated molecule of C10H10O.

* M: 146.19 g/mol
* E_HOMO: -0.238 Ha
* ΔE to the lowest compared entry with this formula, charge and spin: 7.675 eV
* SMILES: C1=CC[C@H]2C[C@@H]3OC3=CC2=C1

Each line ends with the Löwdin charge.
Positions of all 21 atoms, in Å:
C -2.126 -1.200 -0.544  -0.1053
C -1.669 -0.681 -1.763  -0.0631
C -0.345 0.061 -1.736  -0.1966
C 0.438 -0.100 -0.424  -0.2257
C 1.172 1.269 -0.269  -0.1078
C 1.886 1.257 1.086  -0.1729
O 2.486 -0.004 1.581  0.0837
C 1.438 0.414 2.214  -0.2022
C 0.243 -0.330 2.184  0.0157
C -0.360 -0.475 0.857  -0.1606
C -1.410 -1.356 0.702  -0.0589
H -3.146 -1.656 -0.539  0.1022
H -2.208 -0.565 -2.708  0.0934
H 0.310 -0.172 -2.596  0.1199
H -0.437 1.092 -1.989  0.0847
H 1.221 -0.876 -0.708  0.1725
H 0.448 2.127 -0.254  0.1382
H 1.976 1.485 -1.040  0.1391
H 2.257 2.229 1.285  0.1249
H -0.308 -0.719 3.060  0.1083
H -1.867 -1.799 1.600  0.1106

Force components x, y, z for each atom (eV/Å):
C -1.044 -1.362 -3.399
C 0.330 0.250 2.656
C -0.103 -1.360 -0.545
C 0.916 1.049 -0.991
C 1.133 -0.739 1.200
C -2.152 -0.822 -0.553
O 5.338 0.673 -0.007
C -3.510 0.226 -1.994
C -1.568 0.140 0.147
C 0.201 -0.558 0.820
C 0.277 2.512 0.250
H 0.858 0.366 -0.161
H -0.422 -0.372 0.746
H -0.109 -0.771 0.406
H -0.982 1.212 0.228
H -0.910 0.615 1.249
H 0.566 -0.777 0.002
H -1.215 -0.427 0.437
H 1.473 0.387 0.853
H 0.883 -0.448 -0.666
H 0.040 0.207 -0.679



[7]
Density functional theory data (ωB97M-V/def2-TZVPD) for an isolated molecule of C10H10O2.

* M: 162.19 g/mol
* E_HOMO: -0.327 Ha
* ΔE to the lowest compared entry with this formula, charge and spin: 3.897 eV
* SMILES: CC(=O)/C(C)=C1/C=CC=CC1=O

Each line ends with the Löwdin charge.
Positions of all 22 atoms, in Å:
C 1.140 -1.043 -2.257  -0.0045
C 0.384 0.223 -2.339  -0.4104
O 0.323 0.833 -3.356  0.1200
C -0.082 0.758 -0.961  -0.1181
C -0.880 1.984 -1.083  -0.0647
C 0.230 0.277 0.257  -0.0925
C -0.702 0.811 1.294  -0.0310
C -1.174 0.051 2.314  -0.0538
C -0.597 -1.276 2.641  -0.0904
C 0.418 -1.772 1.922  0.0057
C 1.022 -0.820 0.825  -0.3112
O 2.251 -0.867 0.872  0.0842
H 1.317 -1.515 -3.202  0.0811
H 0.526 -1.741 -1.552  0.1269
H 2.051 -0.772 -1.716  0.0958
H -0.621 2.380 -2.071  0.0853
H -0.686 2.826 -0.442  0.0815
H -1.963 1.998 -1.020  0.1023
H -0.806 1.841 1.226  0.0811
H -1.845 0.442 3.042  0.0889
H -1.101 -1.874 3.480  0.1278
H 0.796 -2.743 2.125  0.0960

Force components x, y, z for each atom (eV/Å):
C -1.301 -1.536 2.243
C 1.270 -0.747 1.887
O -0.885 1.268 -1.061
C 0.557 -0.134 -0.607
C -0.474 1.878 -1.538
C -1.961 -0.292 0.345
C 0.938 -2.136 1.444
C 1.521 0.022 -0.423
C -1.342 -0.668 0.213
C -1.676 1.924 -1.290
C 2.453 -2.029 2.786
O -1.043 0.480 -1.419
H 0.156 -0.069 -0.430
H 1.284 0.847 -1.310
H 0.131 -0.398 -0.170
H -0.380 -0.020 -0.059
H 0.845 0.020 0.704
H -0.331 -0.989 -0.208
H -1.073 1.516 0.065
H -0.494 0.510 0.263
H 1.019 0.977 -1.243
H 0.786 -0.424 -0.194



[8]
Density functional theory data (ωB97M-V/def2-TZVPD) for an isolated molecule of C10H10O5S2.

* M: 274.32 g/mol
* E_HOMO: -0.381 Ha
* SMILES: O=S1(=O)C=C[C@H](OS(=O)(=O)c2ccccc2)C1

Each line ends with the Löwdin charge.
Positions of all 27 atoms, in Å:
O -0.133 1.411 4.100  -0.3063
S -0.994 1.144 2.973  0.6921
O -2.050 0.175 3.307  -0.3336
C -1.697 2.623 2.271  -0.1347
C -1.026 3.040 1.216  -0.0198
C 0.108 2.029 0.800  -0.3617
O 0.161 1.659 -0.595  -0.2203
S 1.550 0.688 -0.944  0.7924
O 2.555 0.580 0.117  -0.2832
O 2.144 1.260 -2.176  -0.2920
C 0.758 -0.928 -1.416  -0.2631
C -0.494 -0.934 -2.034  -0.0423
C -1.011 -2.162 -2.555  -0.0317
C -0.247 -3.285 -2.277  -0.0821
C 0.943 -3.296 -1.540  -0.0534
C 1.412 -2.072 -1.016  -0.0566
C 0.051 0.735 1.570  -0.1780
H -2.678 2.820 2.746  0.1216
H -1.212 4.098 0.921  0.1379
H 1.033 2.633 1.052  0.1707
H -1.018 -0.026 -2.263  0.1095
H -1.975 -2.114 -3.070  0.1142
H -0.499 -4.299 -2.375  0.0885
H 1.341 -4.247 -1.207  0.1100
H 2.380 -1.984 -0.451  0.1360
H 1.025 0.426 1.854  0.0986
H -0.429 0.026 0.991  0.0873

Force components x, y, z for each atom (eV/Å):
O 0.189 0.880 -0.530
S -1.194 -2.304 1.970
O 1.048 1.171 -1.452
C -0.822 -1.645 0.861
C -0.080 -0.221 -0.166
C 1.504 2.250 0.135
O 1.652 -0.535 -0.033
S 2.081 1.370 -3.053
O -2.482 -0.157 -0.496
O -2.150 -1.084 2.200
C -0.546 1.416 1.270
C 0.161 -1.211 -1.385
C 0.993 1.652 1.173
C 0.755 -0.412 0.975
C -0.572 1.940 0.997
C 1.791 -0.838 -0.538
C -0.813 2.101 1.552
H 1.025 0.865 -0.260
H 0.438 -1.219 -0.819
H -0.597 -0.974 -0.362
H -0.043 0.355 0.142
H 0.459 -0.461 0.194
H -1.319 -1.008 -1.228
H 0.245 0.168 -0.254
H -1.225 -0.196 -0.488
H 0.598 -0.339 0.655
H -1.097 -1.564 -1.060



[9]
Density functional theory data (ωB97M-V/def2-TZVPD) for a structure of composition C10H11B3O9.

* M: 307.62 g/mol
* charge: -2
* E_HOMO: 0.011 Ha

Each line ends with the Löwdin charge.
Positions of all 33 atoms, in Å:
C -1.106 -0.210 1.722  0.0330
C 0.362 -0.541 1.750  -0.5305
O 1.081 -0.267 0.861  0.1675
O 0.787 -1.181 2.887  -0.0161
C 1.583 -2.305 2.535  -0.1777
C 0.878 -3.242 1.541  -0.0109
B 1.641 -3.311 0.164  -0.5797
O 3.004 -3.091 0.002  0.2302
B 3.099 -1.939 -0.804  -0.3383
O 2.340 -1.914 -1.954  0.2250
B 1.046 -2.392 -1.766  -0.3018
O 0.927 -3.572 -1.011  0.2343
H -1.627 -0.766 0.944  0.0901
H -1.260 0.857 1.598  0.0940
H -1.546 -0.498 2.681  0.0756
H 1.770 -2.856 3.456  0.1187
H 2.555 -1.968 2.174  0.1181
H 0.813 -4.261 1.936  0.1154
H -0.151 -2.953 1.326  0.1246
H 3.775 -1.029 -0.460  0.1226
H 0.093 -1.846 -2.206  0.1319
C -2.620 4.255 -1.770  -0.0481
C -1.351 4.752 -1.500  -0.4482
C -0.293 3.667 -1.180  -0.3952
O 0.897 3.944 -0.991  -0.0460
C -0.729 2.293 -1.098  -0.0414
C -2.001 1.803 -1.355  -0.4390
C -3.033 2.878 -1.777  -0.4074
O -4.191 2.582 -2.110  -0.0645
O -2.384 0.608 -1.281  -0.0972
O -0.994 5.953 -1.495  -0.0944
H -3.419 4.951 -2.015  0.0790
H 0.055 1.600 -0.804  0.0761

Force components x, y, z for each atom (eV/Å):
C -0.070 -0.229 1.476
C -2.231 0.802 0.880
O 1.988 -0.305 -1.720
O -0.445 -0.536 -0.110
C 0.395 -0.472 0.607
C 0.726 -0.178 -0.461
B -0.243 -1.373 -0.318
O -0.387 1.182 0.556
B 0.439 -0.526 -0.284
O -0.393 0.767 0.623
B 0.079 -0.778 -0.777
O -0.336 1.265 0.516
H 0.188 0.297 -0.413
H 0.046 0.062 -0.541
H -0.017 0.007 -0.035
H -0.051 0.228 0.205
H -0.027 -0.024 -0.201
H 0.017 0.014 0.132
H -0.026 0.102 0.140
H 0.286 -0.105 -0.231
H 0.074 -0.076 -0.212
C -0.654 -0.335 -0.084
C 0.596 0.149 0.122
C -0.030 -1.163 0.106
O -0.005 0.565 -0.017
C 0.609 0.238 0.246
C -0.628 -0.029 -0.158
C 0.040 1.199 -0.136
O -0.042 -0.588 0.098
O 0.238 -0.048 0.141
O -0.178 -0.124 -0.029
H 0.086 0.107 -0.037
H -0.042 -0.098 -0.085